# 1
CH14FeO6 | wB97M-V/def2-TZVPD

Geometry as XYZ:
```
22
Properties=species:S:1:pos:R:3:forces:R:3
Fe 20.447851 13.070379 -28.691411 -0.317 0.846 0.364
O 22.564103 13.120751 -28.779880 0.544 -0.146 -0.227
H 23.278277 13.480363 -28.227842 -0.301 -0.031 -0.001
H 23.000361 12.516809 -29.402665 -0.055 0.187 0.128
O 18.315357 12.899961 -28.564669 -0.510 -0.187 -0.398
H 17.868719 12.558844 -29.356556 -0.036 0.136 0.235
H 17.685790 12.761793 -27.839857 0.229 0.059 -0.056
O 20.535433 11.154085 -29.488543 0.005 -0.859 -0.859
H 20.949159 10.300162 -29.279837 -0.056 0.250 0.062
H 20.187453 11.049715 -30.391892 0.084 -0.053 0.268
O 20.298359 14.991474 -27.779769 0.179 0.551 0.215
H 19.681368 15.355696 -27.125084 0.042 -0.167 -0.180
H 20.871333 15.734994 -28.028590 -0.100 -0.178 0.090
O 20.500071 12.168801 -26.789791 -0.022 -0.393 0.708
H 20.348660 12.596747 -25.931906 0.117 -0.018 -0.216
H 20.530529 11.217915 -26.598379 0.012 0.208 -0.055
C 21.186885 14.371962 -31.456417 0.337 -0.030 -0.216
O 20.089539 14.074600 -30.534052 0.318 0.119 -0.508
H 21.432752 13.500005 -32.059831 -0.162 -0.157 0.196
H 20.909714 15.161176 -32.150648 -0.140 0.068 0.159
H 22.056964 14.676215 -30.879813 -0.020 0.059 -0.041
H 19.433614 14.770472 -30.677726 -0.149 -0.263 0.332
```
Positions in Å, forces in eV/Å.

Results
- F_max (Eh/bohr) = 0.0236
- energy relative to the best compared isomer or geometry (same formula, charge and spin) (eV) = 0.148
- HOMO (alpha / beta) (eV) = -18.8 / -17.0
- ⟨S²⟩ = 6.0053
- HOMO-LUMO gap (alpha / beta) (Ha) = 0.4383 / 0.3698
- DFT total energy (a.u.) = -1761.1151
- net charge = +2
- spin multiplicity = 5

=====

# 2
CH14N2O4 | wB97M-V/def2-TZVPD

Geometry as XYZ:
```
21
Properties=species:S:1:pos:R:3:forces:R:3
N 2.003155 0.594533 -1.983358 0.423 -0.019 0.053
C 0.664639 0.734734 -1.441312 0.434 -0.992 0.507
N 0.664113 0.650358 0.059442 1.221 0.940 -0.596
H 2.443202 1.442664 -2.300361 -0.087 0.139 0.002
H 2.109112 -0.113935 -2.692732 -0.192 0.034 -0.003
H 0.108852 -0.148462 -1.744076 -0.345 0.329 -0.434
H 0.198824 1.656011 -1.779474 -0.377 -0.084 0.141
H 0.985753 1.576388 0.358800 -0.650 0.033 0.250
H 1.555991 0.177094 0.238092 -0.350 -0.528 0.020
O -2.411735 2.389546 -0.254543 -0.054 0.329 0.699
H -1.915606 3.048912 0.260845 -0.056 -0.335 -0.436
H -3.056843 2.080942 0.398603 0.063 -0.073 -0.271
O 3.192442 -2.127325 5.055405 -0.458 -0.173 -0.222
H 3.302720 -3.084492 5.041204 0.142 0.054 0.069
H 2.311485 -2.009677 4.668024 0.308 0.122 0.147
O -2.367165 -0.071509 -2.212025 0.045 0.252 -0.035
H -2.324095 0.487548 -1.419207 -0.043 -0.195 -0.216
H -3.026499 -0.747230 -2.036389 0.043 0.016 0.204
O -1.311980 -1.853974 0.314367 0.740 -0.542 -0.446
H -0.557930 -1.245089 0.244616 -0.346 0.408 0.263
H -0.975104 -2.623452 -0.179370 -0.461 0.286 0.304
```
Positions in Å, forces in eV/Å.

Results
- F_max (Eh/bohr) = 0.0321
- energy relative to the best compared isomer or geometry (same formula, charge and spin) (eV) = 1.064
- HOMO (eV) = -9.4
- HOMO-LUMO gap (Ha) = 0.3649
- SMILES = NCN.O.O.O.O
- DFT total energy (a.u.) = -456.9406
- spin multiplicity = 1

=====

# 3
CH14NO5 | wB97M-V/def2-TZVPD

Geometry as XYZ:
```
21
Properties=species:S:1:pos:R:3:forces:R:3
C 1.106731 -1.344784 -0.991923 -0.122 -1.750 1.643
N 0.208043 -0.760804 -0.079476 2.411 0.344 -2.426
H 0.654844 -1.485146 -1.987865 0.001 0.716 -0.142
H 2.020103 -0.736449 -1.024339 -0.161 0.621 -0.478
H -0.395800 -1.352101 0.530903 0.911 -0.634 1.335
H 1.370529 -2.321817 -0.592836 0.146 -0.108 -0.160
H -2.364175 -2.106106 -0.223524 0.296 -0.868 0.164
H -1.712188 -0.783854 0.070194 -1.499 0.973 1.013
O -1.699263 -1.733998 0.384183 -1.636 -0.190 -0.945
H 1.711819 0.809381 1.459467 -0.545 0.403 -0.531
H 3.116286 0.493613 1.615944 0.453 -0.514 -0.454
O 2.430063 0.398309 0.935816 -0.322 0.205 0.976
H -2.492709 1.239680 0.277519 0.123 -0.101 -0.068
H -0.910504 1.030989 -1.285874 -0.922 1.226 -0.432
O -1.639650 0.780721 0.279887 -0.055 -0.218 -0.377
H -0.183526 1.538331 -2.607397 -0.063 0.184 0.163
H -0.170717 0.143375 -0.425708 0.393 0.215 0.758
O -0.539009 0.774502 -2.145051 0.388 -0.632 -0.244
H 0.006743 2.422525 2.484200 -0.475 -0.086 -0.018
H -0.659302 1.293166 1.457427 -0.168 0.798 0.467
O 0.141677 1.700476 1.868454 0.846 -0.585 -0.243
```
Positions in Å, forces in eV/Å.

Results
- F_max (Eh/bohr) = 0.0668
- energy relative to the best compared isomer or geometry (same formula, charge and spin) (eV) = 8.000
- HOMO (eV) = -14.9
- HOMO-LUMO gap (Ha) = 0.1893
- DFT total energy (a.u.) = -476.9319
- net charge = +1
- spin multiplicity = 1

=====

# 4
CH14NO5 | wB97M-V/def2-TZVPD

Geometry as XYZ:
```
21
Properties=species:S:1:pos:R:3:forces:R:3
C -1.012830 -0.910295 -0.425100 -0.634 -1.209 1.845
N 0.250930 -0.952356 -0.507933 1.239 0.214 0.487
H -1.523701 -1.595000 0.422076 1.201 1.840 -2.129
H -1.575892 -0.250472 -1.079869 -0.121 -0.305 0.082
H 0.831145 -0.420517 -1.162804 -0.843 0.355 0.011
H 0.867104 -1.515993 0.185038 -1.368 0.081 -1.058
H 1.427123 -2.813850 1.639397 0.135 -0.131 1.031
H 1.049324 -3.685146 0.436301 -0.440 -1.722 -0.463
O 1.300374 -2.829214 0.701380 0.921 1.068 0.347
H -1.782612 1.362140 -3.056284 0.030 -0.686 0.272
H -2.106711 2.500600 -2.353570 -1.148 5.918 -0.518
O -1.969082 1.655071 -2.151051 1.068 -5.215 0.041
H -0.257274 0.002455 2.774509 0.153 -0.185 0.132
H -0.135423 -1.102741 3.861225 0.476 0.475 -0.967
O 0.264760 -0.778197 3.019039 -0.650 -0.318 0.655
H 2.434602 2.480031 -0.692962 1.076 1.308 0.375
H 2.787751 1.441652 -1.820471 2.137 -0.055 -1.648
O 2.204530 1.714578 -1.169212 -3.231 -1.367 1.249
H -1.751870 2.035563 0.301943 -1.824 1.007 -0.762
H -0.245374 2.128259 0.423658 -2.032 -1.781 0.648
O -1.056882 1.533437 0.654680 3.856 0.709 0.371
```
Positions in Å, forces in eV/Å.

Results
- F_max (Eh/bohr) = 0.1177
- energy relative to the best compared isomer or geometry (same formula, charge and spin) (eV) = 1.578
- HOMO (eV) = -14.8
- HOMO-LUMO gap (Ha) = 0.4190
- DFT total energy (a.u.) = -477.1679
- net charge = +1
- spin multiplicity = 1